Record 1
This record from the OMol25 dataset describes C3H3AgLiO3 as an isolated structure in a non-equilibrium geometry. The level of theory is ωB97M-V with the def2-TZVPD basis set.

Each line ends with the natural charge from an NBO analysis.
Geometry (Å):
C 0.71732 -1.40715 -0.86823  0.10
C 1.00640 -0.02982 -0.42420  -0.21
O -0.13937 0.90741 -0.74939  -0.58
C -0.78685 1.57098 0.19550  0.31
O -0.96029 0.91461 1.27248  -0.94
O -0.15195 -2.15020 -0.22034  -0.87
H 0.99158 -1.69407 -1.89687  0.12
H 1.84416 0.41388 -0.97335  0.19
H 1.22267 0.00400 0.65499  0.19
Ag -1.47786 -1.40232 1.18390  0.79
Li -2.26580 2.87267 1.82550  0.88

## Properties
Charge: 0
Energy above the lowest of the compared OMol25 structures with the same formula, charge and spin (kcal per mole): 62.3
E_tot (Ha): -496.17703
Spin multiplicity: 2
HOMO level (alpha / beta) (hartree): -0.1757 / -0.2740
E_LUMO (alpha / beta) (Ha): -0.051 / -0.058
HOMO-LUMO gap (alpha / beta) (eV): 3.38 / 5.88

Record 2
This record from the OMol25 dataset describes C3H3AgO3 as an isolated structure in a non-equilibrium geometry. The level of theory is ωB97M-V with the def2-TZVPD basis set.

Each line ends with the natural charge from an NBO analysis.
Geometry (Å):
O 1.27078 -1.54526 -0.77325  -0.67
C -1.86687 -0.07285 0.24912  -0.47
C -0.81691 0.08441 -0.55527  0.15
O 0.41649 0.41989 -0.07564  -0.61
C 1.46879 -0.52343 -0.14052  0.97
O 2.50453 -0.07693 0.41216  -0.86
Ag 2.51057 1.97477 1.38048  0.90
H -1.78187 0.05769 1.32919  0.20
H -0.86628 -0.01182 -1.64287  0.18
H -2.83922 -0.30649 -0.18340  0.21

## Properties
Charge: 0
Energy above the lowest of the compared OMol25 structures with the same formula, charge and spin (kcal per mole): 8.1
E_tot (Ha): -488.74164
HOMO level (hartree): -0.3380
E_LUMO (Ha): -0.083
HOMO-LUMO gap (eV): 6.95

Record 3
This record from the OMol25 dataset describes C3H3AlFO4 as an isolated structure in a non-equilibrium geometry. The level of theory is ωB97M-V with the def2-TZVPD basis set.

Each line ends with the natural charge from an NBO analysis.
Geometry (Å):
C -0.70798 1.59801 2.03067  0.50
C -1.17036 0.28626 1.49775  -0.38
O -0.40014 -0.18777 0.50888  0.43
O -1.24892 2.25647 2.94552  0.15
H 0.15019 2.14849 1.61233  0.33
H -2.23660 0.37896 1.17993  0.45
H -1.24208 -0.44407 2.33918  0.45
F -2.38221 1.61720 3.44101  0.07
C 1.20485 -1.08509 -2.76727  0.88
O 1.96308 -1.71343 -3.36298  -0.25
Al 3.01654 -2.51938 -5.57302  1.85
O 3.05363 -2.33564 -3.85201  -0.48

## Properties
Charge: +4
E_tot (Ha): -756.84189
Spin multiplicity: 2
HOMO level (alpha / beta) (hartree): -1.0948 / -0.9695
E_LUMO (alpha / beta) (Ha): -0.689 / -0.795
HOMO-LUMO gap (alpha / beta) (eV): 11.05 / 4.76

Record 4
This record from the OMol25 dataset describes C3H3AsBrF7N2 as an isolated structure in a non-equilibrium geometry. The level of theory is ωB97M-V with the def2-TZVPD basis set.

Each line ends with the natural charge from an NBO analysis.
Geometry (Å):
F 1.65477 -3.30856 1.35289  -0.11
N 0.62511 -2.45164 1.32768  0.09
C 0.69686 -1.00130 1.35149  -0.05
C -0.73990 -0.44858 1.31964  0.01
N -1.50732 -1.67918 1.28963  -0.42
Br -3.36897 -1.73552 1.27742  0.38
C -0.74146 -2.89149 1.29027  0.16
H 1.65469 -0.37573 1.39266  0.31
H -1.09158 0.63119 1.31081  0.34
H -1.09882 -3.96763 1.28961  0.29
F 0.88532 0.99885 -2.86618  -0.63
As 0.56016 2.46361 -1.88863  2.80
F -1.16970 2.38302 -2.34409  -0.63
F 0.89152 3.49216 -3.31340  -0.62
F 0.23347 3.92342 -0.90580  -0.62
F 2.28855 2.53887 -1.42739  -0.63
F 0.22730 1.42851 -0.45658  -0.67

## Properties
Charge: 0
E_tot (Ha): -5734.35838
HOMO level (hartree): -0.4211
E_LUMO (Ha): -0.090
HOMO-LUMO gap (eV): 9.00

Record 5
This record from the OMol25 dataset describes C3H3AuO3 as an isolated structure in a non-equilibrium geometry. The level of theory is ωB97M-V with the def2-TZVPD basis set.

Each line ends with the natural charge from an NBO analysis.
Geometry (Å):
H -1.52921 0.19666 1.91800  0.51
O 0.42950 -0.11733 0.94709  -0.70
C -0.35564 -1.07985 1.15578  0.99
O -1.54270 -0.74322 1.70039  -0.67
O -0.20608 -2.26680 0.80055  -0.67
Au 0.26812 -2.80707 -1.15711  0.65
H 1.51715 1.53180 -1.87860  0.32
C 0.63286 1.86466 -1.17042  -0.80
C 0.30500 2.55785 -2.15425  0.00
H 0.48100 0.86329 -0.16143  0.38

## Properties
Charge: 0
Energy above the lowest of the compared OMol25 structures with the same formula, charge and spin (kcal per mole): 14.1
E_tot (Ha): -477.20545
Spin multiplicity: 3
HOMO level (alpha / beta) (hartree): -0.3531 / -0.3532
E_LUMO (alpha / beta) (Ha): 0.001 / -0.187
HOMO-LUMO gap (alpha / beta) (eV): 9.64 / 4.53

Record 6
This record from the OMol25 dataset describes C3H3BaO3 as an isolated structure in a non-equilibrium geometry. The level of theory is ωB97M-V with the def2-TZVPD basis set.

Each line ends with the natural charge from an NBO analysis.
Geometry (Å):
C -0.16516 -2.00907 -0.00080  -0.60
C -0.97598 -0.93986 0.08959  0.18
O -0.59543 0.31376 0.28689  -1.06
Ba -1.61420 2.63168 1.14783  1.00
H 0.91926 -1.89425 -0.05877  0.19
H -0.59205 -2.98877 -0.21501  0.19
H -2.06107 -1.09090 -0.03288  0.12
O 1.10318 2.86928 0.06784  -0.64
C 1.63804 1.89531 -0.33415  1.07
O 2.34342 1.21282 -0.95053  -0.46

## Properties
Charge: 0
Energy above the lowest of the compared OMol25 structures with the same formula, charge and spin (kcal per mole): 6.9
E_tot (Ha): -367.27744
Spin multiplicity: 2
HOMO level (alpha / beta) (hartree): -0.1847 / -0.2675
E_LUMO (alpha / beta) (Ha): -0.008 / -0.010
HOMO-LUMO gap (alpha / beta) (eV): 4.80 / 6.99

Record 7
This record from the OMol25 dataset describes C3H3BiO4 as an isolated structure in a non-equilibrium geometry. The level of theory is ωB97M-V with the def2-TZVPD basis set.

Each line ends with the natural charge from an NBO analysis.
Geometry (Å):
C -0.09568 0.20329 -1.33444  -0.21
C -0.42494 1.42322 -0.56577  0.46
O 0.07944 1.75108 0.52126  -0.76
H 0.08356 0.49609 -2.46414  0.34
H -1.18575 2.09398 -1.01198  0.21
H 0.72383 -0.28376 -0.73327  0.11
C 0.15002 -2.07274 1.83222  1.10
O -0.00116 -3.21040 1.75033  -0.36
O 0.30087 -0.92005 1.90924  -0.67
Bi 1.50257 1.08032 1.81492  1.42
O -1.13276 -0.56102 -1.71836  -0.64

## Properties
Charge: +1
Energy above the lowest of the compared OMol25 structures with the same formula, charge and spin (kcal per mole): 25.0
E_tot (Ha): -631.22267
Spin multiplicity: 2
HOMO level (alpha / beta) (hartree): -0.4109 / -0.4364
E_LUMO (alpha / beta) (Ha): -0.259 / -0.265
HOMO-LUMO gap (alpha / beta) (eV): 4.15 / 4.67

Record 8
This record from the OMol25 dataset describes C3H3Br2Cl3 as an isolated structure. The level of theory is ωB97M-V with the def2-TZVPD basis set.

Each line ends with the natural charge from an NBO analysis.
Geometry (Å):
C 1.69442 -0.21751 -0.04978  -0.71
C 0.77456 -1.36856 0.05795  -0.23
C -1.91986 1.10874 -0.01383  -0.19
Cl -0.83553 2.44787 -0.05202  0.06
Cl -2.83334 0.88751 -1.45701  0.07
Cl -2.81929 0.95387 1.44936  0.07
Br -0.06279 -2.08260 -1.43846  0.12
Br 0.18665 -1.96503 1.72373  0.11
H 1.65896 0.19935 -1.05384  0.24
H 2.72499 -0.52149 0.16248  0.23
H 1.43124 0.55786 0.67142  0.23

## Properties
Charge: 0
Energy above the lowest of the compared OMol25 structures with the same formula, charge and spin (kcal per mole): 40.0
E_tot (Ha): -6644.59559
HOMO level (alpha / beta) (hartree): -0.3288 / -0.2852
E_LUMO (alpha / beta) (Ha): -0.002 / -0.040
HOMO-LUMO gap (alpha / beta) (eV): 8.90 / 6.66